80
Properties=species:S:1:pos:R:3 method="wB97M-V/def2-TZVPD" molar_mass_da=625.09 s2=0.758 de_lowest_kj_mol=37.44 energy_ha=-4425.12592 total_charge=+1 spin_multiplicity=2 homo_ev="-10.883 / -10.868" gap_ev="7.584 / 3.008"
C -1.60907 1.88648 -4.38589
S -0.01354 2.81765 -4.23377
O 0.60836 2.90843 -5.64125
C -0.59058 4.52006 -3.79516
H -2.17370 2.32553 -5.20840
H -2.13281 1.72183 -3.44425
H -1.22947 0.90768 -4.67909
H -1.32790 4.87560 -4.51491
H 0.38257 4.96996 -3.99181
H -0.87019 4.81833 -2.78474
C 1.48229 -0.20035 -0.76027
S 0.08136 -1.11764 -0.00326
O 0.18346 -0.96504 1.49565
C -1.34250 -0.08180 -0.69279
H 1.66780 0.77458 -0.30953
H 1.36979 0.02954 -1.81980
H 2.40678 -0.77025 -0.66733
H -1.48725 0.85555 -0.15563
H -2.18585 -0.64129 -0.28802
H -1.20788 0.16215 -1.74657
C 1.23211 0.68964 3.82899
S 2.34831 1.25178 5.15299
O 1.82677 0.84222 6.54433
C 3.96757 0.45100 4.74669
H 1.49923 -0.31013 3.48663
H 1.23608 1.39812 3.00064
H 0.15949 0.76187 4.00891
H 3.89809 -0.60455 5.00956
H 4.73175 1.04124 5.25240
H 4.11266 0.44968 3.66640
C 1.81984 4.21994 2.10790
S 0.46487 3.84528 0.85716
O -0.20447 5.18216 0.91116
C 1.66052 3.73199 -0.53418
H 2.63581 3.52742 1.90122
H 1.40464 3.93362 3.07420
H 2.13224 5.25899 2.00363
H 2.56429 4.34084 -0.50953
H 1.22473 3.53064 -1.51277
H 2.00615 2.75245 -0.20380
C 1.59375 -0.68410 -6.59341
S 1.97969 -1.05854 -4.78290
O 0.70253 -0.83418 -3.92634
C 2.98973 0.40891 -4.41327
H 2.05527 -1.45244 -7.21369
H 1.98716 0.30242 -6.83858
H 0.56245 -0.59936 -6.93596
H 3.38672 0.41854 -3.39818
H 2.57986 1.34955 -4.78110
H 3.89296 0.06309 -4.91595
C -3.27052 -2.54362 2.40667
S -2.15036 -1.25725 3.16026
O -3.04193 -0.06588 3.66099
C -1.89511 -2.11484 4.79851
H -3.64126 -2.03747 1.51534
H -4.08970 -2.61860 3.12180
H -2.83947 -3.52051 2.18762
H -2.84834 -2.12504 5.32705
H -1.15178 -1.47544 5.27466
H -1.45378 -3.10557 4.68995
C -5.46402 -1.61505 -3.56630
S -3.96094 -1.17315 -2.64106
O -4.06581 -2.03250 -1.34599
C -2.71720 -2.08718 -3.83742
H -5.52338 -1.11360 -4.53228
H -6.33378 -1.41989 -2.93898
H -5.54161 -2.68625 -3.75232
H -1.77619 -1.54590 -3.93546
H -3.31690 -2.10423 -4.74746
H -2.59545 -3.11590 -3.49829
C 1.21289 -3.30251 3.27646
S 1.43605 -4.49954 4.61363
O 2.92915 -4.79715 4.60146
C 1.14638 -3.38217 6.10419
H 2.11773 -2.69723 3.33120
H 0.42891 -2.63339 3.63110
H 0.80442 -3.68853 2.34252
H 2.00108 -2.92018 6.59829
H 0.51535 -3.88895 6.83432
H 0.62344 -2.43780 5.95324

12
Properties=species:S:1:pos:R:3 method="wB97M-V/def2-TZVPD" molar_mass_da=147.12 de_lowest_kj_mol=289.99 energy_ha=-906.24069 total_charge=0 smiles="C[S@](=N)(=O)C(F)(F)F" homo_ev=-10.253 gap_ev=10.912
C -0.96910 -0.56750 1.12192
C 0.24271 0.02508 -1.59287
N 1.57852 0.06145 0.90334
O -0.49956 2.07395 0.39132
F -0.38881 0.88645 -2.29776
F 1.54624 -0.03935 -1.90966
F -0.23206 -1.18246 -1.86264
S 0.23237 0.45043 0.33920
H -0.84260 -1.58188 1.16902
H -1.05527 -0.25943 2.16767
H -1.94073 -0.56137 0.71684
H 2.32829 0.69463 0.85363

121
Properties=species:S:1:pos:R:3 method="wB97M-V/def2-TZVPD" molar_mass_da=1115.05 s2=6.053 energy_ha=-3937.24879 total_charge=+3 spin_multiplicity=5 homo_ev="-14.456 / -14.453" gap_ev="6.310 / 3.527"
Ru 0.36234 -0.28404 -0.03028
C 6.03030 4.14656 1.77319
C 5.36313 3.61985 0.47564
C 6.09709 4.20509 -0.76596
C 5.46809 2.11007 0.42730
C 6.66219 1.42834 0.43365
C 6.68393 0.03489 0.31938
C 5.49382 -0.73467 0.17955
C 4.28074 -0.11941 0.21004
P 2.67647 -1.07147 0.08320
C 3.06980 -2.12818 -1.30820
C 3.37876 -1.49044 -2.51096
C 3.65504 -2.24418 -3.64092
C 3.62827 -3.63422 -3.56471
C 3.33939 -4.26420 -2.36308
C 3.04354 -3.51333 -1.23195
C 2.66358 -1.96438 1.65333
C 3.61767 -2.92769 1.97337
C 3.59123 -3.54819 3.21479
C 2.62373 -3.20067 4.14866
C 1.67957 -2.22910 3.84789
C 1.70443 -1.61827 2.60475
C 4.31184 1.29328 0.34449
O 3.12811 1.82142 0.37619
C 2.87006 3.13035 0.39836
C 1.49397 3.42354 0.37065
C 1.15613 4.75029 0.37995
C 2.16871 5.72876 0.41709
C 3.51591 5.38705 0.44595
C 3.91084 4.06084 0.43923
P 0.19127 2.09337 0.32350
C -0.59022 2.27718 1.94411
C -1.97357 2.28419 2.11253
C -2.51634 2.38661 3.38606
C -1.68247 2.44873 4.49686
C -0.30264 2.41578 4.33876
C 0.24615 2.33234 3.06619
C -0.86388 2.68841 -1.01618
C -0.56693 2.18751 -2.29095
C -1.28714 2.61428 -3.40025
C -2.31415 3.53825 -3.23627
C -2.60627 4.04610 -1.97586
C -1.87952 3.63045 -0.86350
H 7.08067 3.84260 1.81135
H 5.52856 3.75661 2.66327
H 5.99125 5.23724 1.80116
H 7.14819 3.90156 -0.76212
H 6.05696 5.29640 -0.74896
H 5.64248 3.85374 -1.69683
H 7.60051 1.97258 0.51568
H 7.64265 -0.47797 0.32365
H 5.56161 -1.80808 0.03051
H 3.39953 -0.40272 -2.56914
H 3.89642 -1.75510 -4.58025
H 3.83923 -4.22689 -4.44938
H 3.34586 -5.34923 -2.30300
H 2.78171 -4.00813 -0.30316
H 4.37380 -3.21712 1.25282
H 4.32940 -4.30583 3.45398
H 2.60502 -3.69086 5.11602
H 0.93222 -1.94970 4.58276
H 0.96857 -0.87410 2.39530
H 0.11340 5.05416 0.35698
H 1.88908 6.77864 0.42136
H 4.26377 6.17413 0.47139
H -2.61952 2.23978 1.24310
H -3.59265 2.42754 3.51689
H -2.11133 2.53198 5.49111
H 0.34503 2.46092 5.20796
H 1.32580 2.32485 2.94789
H 0.24384 1.48816 -2.41860
H -1.04849 2.23682 -4.39098
H -2.88116 3.87410 -4.09972
H -3.40095 4.77918 -1.85716
H -2.10777 4.04674 0.11314
C -5.80173 2.38432 1.15831
C -6.89220 1.40954 1.62832
C -6.59506 -0.06302 1.32013
C -5.32546 -0.59004 1.99624
N -4.11221 -0.30585 1.16575
C -3.20591 -1.10136 0.62403
S -2.00250 -0.19046 -0.35815
N -3.14823 -2.39392 0.63816
C -4.16669 -3.40867 1.04847
C -5.43369 -3.35855 0.19898
C -5.30493 -4.02102 -1.17639
C -4.38858 -3.27024 -2.15472
H -6.12995 3.42032 1.26694
H -5.55577 2.22728 0.09670
H -4.87857 2.29073 1.76202
H -7.83279 1.67012 1.14420
H -7.04990 1.52840 2.70413
H -6.51421 -0.21170 0.23741
H -7.43329 -0.67337 1.66538
H -5.39190 -1.64885 2.18384
H -5.18371 -0.09508 2.95710
H -4.01154 0.66018 0.91882
H -2.29297 -2.80931 0.26007
H -4.39044 -3.30912 2.10521
H -3.67264 -4.36607 0.91973
H -5.75380 -2.31852 0.06300
H -6.21561 -3.86263 0.76950
H -6.30288 -4.08302 -1.60526
H -4.95904 -5.05194 -1.05319
H -4.62666 -2.19600 -2.17516
H -4.51489 -3.65130 -3.17016
H -3.33116 -3.38590 -1.90134
I -0.68339 -3.70578 -7.09311
C -0.64581 -3.50367 -5.03367
C -0.79843 -4.62227 -4.22642
C -0.74497 -4.48544 -2.84308
C -0.50976 -3.23977 -2.26900
C -0.36499 -2.13242 -3.09547
C -0.44963 -2.25321 -4.47879
C -0.56065 -3.11255 -0.78419
O -1.35988 -3.75163 -0.12868
O 0.28853 -2.25513 -0.14291
H -0.97203 -5.59676 -4.67048
H -0.88161 -5.35150 -2.20137
H -0.20132 -1.15728 -2.67394
H -0.36395 -1.38052 -5.11951